No. 1
The following is a quantum chemistry calculation of 3 unconnected molecules or ions with the total composition C5H13NO2, from the Open Molecules 2025 dataset.

Geometry as XYZ:
```
21
C5H13NO2 | the Open Molecules 2025 dataset | wB97M-V/def2-TZVPD
C 1.3959 1.8362 -0.7381
C 1.2380 0.4359 -1.1627
C 0.0374 -0.2576 -0.6304
C 0.1655 -1.0054 0.4920
C -2.2500 0.3342 -1.1010
N -1.1355 -0.1855 -1.5051
H 2.3990 2.1645 -0.8592
H 0.7079 2.5732 -1.2499
H 1.2870 1.9782 0.4169
H 2.0326 -0.1710 -0.8620
H 1.3731 0.4106 -2.1860
H 1.1461 -0.9727 1.0269
H -0.7517 -1.4772 0.9453
H -3.1729 0.1123 -1.7035
H -2.3773 1.0561 -0.2047
H -0.6189 1.7761 4.0738
H -1.5561 0.9500 3.7318
O -1.2596 1.3703 4.6202
H 0.4808 -3.5709 -1.8130
H 0.1523 -3.4690 -0.3640
O 0.7064 -3.8883 -0.9275
```

Results
- LUMO energy (alpha / beta): 3.5 / 3.4 eV
- Charge: -1
- Energy: -10977.6124 eV
- Expectation value of S²: 0.75
- Relative energy (zero: lowest compared OMol25 entry of this formula, charge and spin): 320.5 kJ/mol
- Multiplicity: 2
- Orbital gap (alpha / beta): 3.28 / 7.04 eV

=====

No. 2
The following is a quantum chemistry calculation of a molecular structure, C53H40BaFIN8O9PS2, from the Open Molecules 2025 dataset.

Geometry as XYZ:
```
116
C53H40BaFIN8O9PS2 | the Open Molecules 2025 dataset | wB97M-V/def2-TZVPD
Ba 0.5176 -0.0439 -0.4701
O -3.9259 -0.1379 1.2365
C -2.7710 -0.6041 1.2621
O -1.7333 0.1023 0.9770
C -2.5276 -1.9587 1.7917
C -3.4760 -2.5182 2.6277
C -3.2558 -3.7619 3.2376
C -2.1078 -4.4575 3.0111
C -1.1406 -3.9560 2.2234
C -1.2245 -2.6226 1.5693
O -0.3592 -2.2242 0.7952
N 0.1291 -4.7929 2.3182
O 0.4311 -5.1695 3.4684
O 0.8812 -4.9803 1.4007
N -4.3964 -4.2727 4.0787
O -5.4786 -3.7206 4.0372
O -4.1507 -5.2913 4.6848
H -4.4875 -2.0759 2.6645
H -2.0740 -5.3558 3.5623
N 2.5325 2.3481 2.7533
C 3.2908 2.2311 1.6791
N 2.9603 1.6478 0.5511
C 4.0643 1.6359 -0.2807
C 5.1607 2.2393 0.2056
S 4.8713 2.8711 1.6827
C 3.9566 0.8830 -1.5405
C 4.9643 0.4938 -2.3044
S 4.2985 -0.5248 -3.5982
C 2.5777 -0.3035 -2.8655
N 2.6945 0.5526 -1.8575
N 1.4467 -0.8770 -3.1727
H 2.0051 1.4947 2.8527
H 2.9983 2.6225 3.6259
H 6.0969 2.2984 -0.3683
H 5.9763 0.6928 -2.2628
H 1.6286 -1.4908 -3.9832
H -0.0117 -5.8805 -1.1125
O 3.5809 -5.9433 2.6379
C 3.9066 -5.4194 1.3945
C 3.3824 -4.0277 1.2032
C 3.5297 -3.5422 -0.0864
C 3.0263 -2.2058 -0.2232
N 2.4397 -1.5807 0.8132
C 2.3040 -2.0825 2.0391
C 2.8200 -3.3828 2.2509
C 1.3732 -1.3676 2.9988
C 0.9626 -2.0779 4.1583
C -0.1735 -1.4906 4.8096
C -0.9332 -2.3559 5.8174
O -0.4657 -3.6507 5.8488
C -0.6577 -0.3247 4.3614
C -0.0726 0.3519 3.3357
N 0.9810 -0.1260 2.6969
H 2.6021 -5.8421 2.6805
H 3.4410 -6.0975 0.6587
H 5.0084 -5.6214 1.1952
H 3.8236 -4.1979 -0.9163
H 2.9139 -1.8626 -1.2497
H 2.6235 -4.0236 3.0902
H 1.2883 -3.0623 4.4843
H -1.8861 -2.3689 5.3203
H -1.0391 -1.9745 6.8758
H -0.7894 -4.1287 5.0323
H -1.5108 0.0504 4.8416
H -0.1797 1.3714 3.1216
I -3.0777 1.2575 -1.9240
C -2.7477 1.7931 -3.8666
C -3.5853 1.1824 -4.7384
C -3.7175 1.5656 -6.0529
C -2.9190 2.6001 -6.5279
C -1.9782 3.1704 -5.6509
C -1.3155 4.3438 -6.1591
C -0.5260 5.1288 -5.3974
C -0.3580 4.7503 -4.0577
C -0.9341 3.6580 -3.4836
P -0.6277 3.2411 -1.6574
C -1.9001 4.1714 -0.7306
C -2.1674 3.5250 0.4582
C -3.0267 4.1454 1.4224
C -3.5072 5.4359 1.2322
C -3.3022 6.0481 -0.0457
C -2.5526 5.4203 -1.0314
C 0.8989 4.2342 -1.3141
C 2.1308 3.8167 -1.8871
C 3.3088 4.5614 -1.6559
C 3.3259 5.5775 -0.7247
C 2.1214 6.0174 -0.1399
C 0.9409 5.3134 -0.4789
C -1.8190 2.8306 -4.2808
H -4.1233 0.2893 -4.3959
H -4.3802 1.0786 -6.7409
H -2.9235 2.9663 -7.5563
H -1.5674 4.6135 -7.1788
H -0.0921 6.1295 -5.7865
H 0.2910 5.3189 -3.3774
H -1.7566 2.5751 0.6657
H -3.0124 3.6188 2.3727
H -3.9530 6.0191 2.0431
H -3.6126 7.0869 -0.1813
H -2.2322 6.0321 -1.8284
H 2.1494 2.9038 -2.4010
H 4.2519 4.3113 -2.1452
H 4.2183 6.0198 -0.3967
H 2.1006 6.8197 0.6152
H 0.0209 5.5938 0.0190
F -3.3358 -2.0671 -2.3104
C -2.6258 -3.1479 -2.0213
C -1.4334 -3.3025 -2.7333
C -0.5740 -4.2886 -2.3421
C -0.8568 -5.1508 -1.3190
C -2.0960 -5.0552 -0.6383
C -2.9298 -3.9956 -0.9887
H -1.0967 -2.5474 -3.3141
H 0.4251 -4.3719 -2.7412
H -2.2818 -5.6470 0.1640
H -3.8998 -3.7002 -0.4619
```

Results
- LUMO energy: 1.8 eV
- Charge: -1
- Energy: -128427.8259 eV
- Relative energy (zero: lowest compared OMol25 entry of this formula, charge and spin): 110.2 kJ/mol
- Orbital gap: 6.80 eV

=====

No. 3
The following is a quantum chemistry calculation of a molecular structure, C37H32BrFN14O3S2Ta, from the Open Molecules 2025 dataset.

Geometry as XYZ:
```
91
C37H32BrFN14O3S2Ta | the Open Molecules 2025 dataset | wB97M-V/def2-TZVPD
Ta -0.8924 -1.6124 -2.5761
Br -1.8465 3.6248 2.5871
C -2.1015 2.1036 1.4706
C -2.2359 0.8578 2.0505
C -2.3928 -0.2636 1.2490
C -2.4205 -0.1607 -0.1512
C -2.3274 1.1287 -0.7004
C -2.1562 2.2492 0.0933
N -2.5436 -1.2499 -1.0250
C -3.0034 -2.4650 -0.4472
C -3.6515 -3.3462 -1.4730
C -4.8595 -3.9801 -1.2640
C -5.3285 -4.8279 -2.2574
C -4.5619 -5.0135 -3.3944
C -3.3551 -4.3387 -3.5058
N -2.9141 -3.5138 -2.5614
H -2.2075 0.7549 3.1280
H -2.4597 -1.2272 1.7368
H -2.4066 1.2416 -1.7757
H -2.0885 3.2288 -0.3617
H -3.6617 -2.3313 0.4066
H -5.4190 -3.8164 -0.3515
H -6.2744 -5.3396 -2.1358
H -4.8879 -5.6704 -4.1896
H -2.7177 -4.4565 -4.3722
N 1.4709 -3.8345 -0.4675
C 1.9439 -3.0013 -1.4654
N 3.2074 -2.6962 -1.5927
N 3.2440 -1.8244 -2.6306
N 2.0701 -1.6457 -3.1073
N 1.1823 -2.3875 -2.3828
C 0.1948 -3.7102 -0.0497
N -0.2547 -4.0255 1.1823
N -1.5242 -3.6792 1.1957
N -1.8055 -3.2112 0.0266
N -0.7703 -3.2227 -0.8143
H 2.1533 -4.1779 0.1891
F 1.7243 -0.6769 4.3278
C 1.8689 0.2214 3.3233
C 1.3978 -0.1330 2.0954
C 1.5285 0.7232 1.0056
C 0.9776 0.3303 -0.2931
O 0.3810 -0.7480 -0.4035
C 1.2088 1.2756 -1.3505
C 1.8530 2.4423 -1.0955
N 2.2858 2.8273 0.1231
C 2.9598 4.1003 0.2694
C 2.2962 5.1988 1.0483
C 2.4076 5.2919 -0.4428
C 2.1554 1.9543 1.1989
C 2.6239 2.3044 2.4675
C 2.4948 1.4589 3.5606
N 2.9252 1.8794 4.8368
C 2.7483 1.0904 6.0540
C 2.8513 2.0405 7.2628
N 2.4414 3.4063 6.7984
C 3.4869 3.9863 5.8824
C 3.9996 2.8414 4.9997
C 0.7619 1.0630 -2.7497
O 1.0987 1.7706 -3.6521
O -0.1169 0.0659 -2.8864
H 0.9043 -1.0889 1.9643
H 2.0374 3.1218 -1.9158
H 4.0375 4.0076 0.3350
H 2.9256 5.8424 1.6508
H 1.3181 4.9950 1.4658
H 3.1180 5.9828 -0.8752
H 1.4980 5.1717 -1.0177
H 3.0353 3.2939 2.5886
H 3.4946 0.2968 6.1561
H 1.7701 0.6273 6.0541
H 3.8603 2.1222 7.6589
H 2.1917 1.7216 8.0645
H 2.2534 4.0315 7.5789
H 1.5808 3.3026 6.2588
H 4.2774 4.4167 6.4925
H 3.0118 4.7707 5.2987
H 4.8652 2.3604 5.4668
H 4.3380 3.2392 4.0526
S -2.7551 -0.7708 -3.9801
C -2.6573 -1.5941 -5.5259
C -3.5746 -1.2701 -6.5275
C -3.5607 -1.9399 -7.7385
C -2.6267 -2.9462 -7.9642
C -1.7117 -3.2686 -6.9780
C -1.7217 -2.5969 -5.7560
S -0.5120 -3.0277 -4.5492
H -4.2922 -0.4794 -6.3389
H -4.2773 -1.6777 -8.5067
H -2.6110 -3.4713 -8.9109
H -0.9754 -4.0475 -7.1451
```

Results
- LUMO energy: -3.4 eV
- Charge: +1
- Energy: -161870.2944 eV
- Relative energy (zero: lowest compared OMol25 entry of this formula, charge and spin): 37.4 kJ/mol
- Orbital gap: 5.48 eV

=====

No. 4
The following is a quantum chemistry calculation of a gas-phase ion, C4H8NOS (charge -1), from the Open Molecules 2025 dataset.

Geometry as XYZ:
```
15
C4H8NOS | the Open Molecules 2025 dataset | wB97M-V/def2-TZVPD
C 0.0485 -1.1690 1.4268
N 0.5952 -1.4742 0.1357
C 0.4359 -0.7017 -0.9941
O 0.9992 -1.0229 -2.0126
C -0.4459 0.5181 -1.0695
C -0.1031 1.7392 -0.1906
S -1.3802 2.2224 1.0541
H -0.9818 -0.6769 1.4314
H 0.4449 -0.1581 1.6333
H 0.1118 -1.9392 2.1625
H 1.1952 -2.2917 0.0834
H -1.4696 0.1652 -0.8750
H -0.3580 0.7913 -2.2050
H 0.8597 1.4127 0.2500
H 0.0481 2.5846 -0.8304
```

Results
- LUMO energy: 3.7 eV
- Charge: -1
- Energy: -18651.0273 eV
- SMILES: CNC(=O)CC[S-]
- Relative energy (zero: lowest compared OMol25 entry of this formula, charge and spin): 114.1 kJ/mol
- Orbital gap: 6.37 eV

=====

No. 5
The following is a quantum chemistry calculation of a molecular structure, C33H14BrF9I2NOPSe4W, from the Open Molecules 2025 dataset.

Geometry as XYZ:
```
67
C33H14BrF9I2NOPSe4W | the Open Molecules 2025 dataset | wB97M-V/def2-TZVPD
W 1.1466 1.7370 0.8701
I -3.3567 2.6622 3.3253
C -2.9747 2.6775 1.2880
C -4.0075 2.9493 0.3786
C -3.7781 3.0120 -0.9768
I -5.3837 3.4018 -2.2533
C -2.4743 2.8249 -1.4903
C -2.0785 2.9849 -2.8363
C -0.7645 2.8502 -3.1707
C 0.1800 2.5096 -2.1877
N -0.1568 2.3081 -0.9192
C -1.4640 2.4947 -0.5654
C -1.7056 2.4060 0.8214
O -0.6452 2.1123 1.5691
H -5.0023 3.1199 0.7663
H -2.8178 3.2339 -3.5856
H -0.4269 2.9903 -4.1868
H 1.2191 2.3950 -2.4417
F 5.3219 -3.2023 -2.2899
C 4.2436 -2.5871 -1.7736
C 3.0318 -3.2742 -1.7349
F 2.9612 -4.5220 -2.2260
C 1.9094 -2.6683 -1.2225
F 0.7387 -3.3534 -1.3000
C 1.9815 -1.3862 -0.6940
P 0.4818 -0.4557 -0.2220
C -0.5656 -1.4775 0.8524
C -1.8021 -0.9740 1.2590
C -2.5901 -1.6790 2.1551
C -2.1428 -2.8875 2.6684
C -0.9047 -3.3842 2.2840
C -0.1177 -2.6818 1.3835
C -0.3705 -0.4598 -1.8478
C -1.7531 -0.5748 -1.9786
C -2.3414 -0.5752 -3.2356
C -1.5592 -0.4665 -4.3756
C -0.1827 -0.3489 -4.2558
C 0.4094 -0.3378 -3.0002
C 3.1799 -0.7178 -0.7807
Br 2.9589 1.4552 -0.6781
C 4.3030 -1.2838 -1.3048
F 5.4792 -0.6100 -1.3964
H -2.1473 -0.0123 0.9088
H -3.5397 -1.2667 2.4707
H -2.7481 -3.4318 3.3811
H -0.5403 -4.3162 2.6965
H 0.8575 -3.0694 1.1225
H -2.3812 -0.6919 -1.1069
H -3.4163 -0.6742 -3.3193
H -2.0208 -0.4810 -5.3545
H 0.4369 -0.2698 -5.1397
H 1.4850 -0.2463 -2.9204
Se 1.1164 4.3792 0.3083
Se 1.8910 5.6404 2.0831
Se 3.7955 4.3590 2.3717
Se 2.5518 2.3943 2.7971
F 3.4964 -0.4530 1.6892
C 2.4535 -0.6884 2.4777
C 1.3376 0.1570 2.4436
C 0.3841 -0.1311 3.4208
F -0.7006 0.6337 3.5946
C 0.4884 -1.1921 4.2974
F -0.4692 -1.4158 5.1992
C 1.5806 -2.0366 4.2389
F 1.6730 -3.0768 5.0591
C 2.5791 -1.7744 3.3208
F 3.6572 -2.5530 3.2680
```

Results
- LUMO energy (alpha / beta): -1.4 / -1.3 eV
- Energy: -421185.9425 eV
- Orbital gap (alpha / beta): 5.76 / 5.78 eV

=====

Question: What is the energy in the first record?
Answer: -10977.6124 eV